No. 1
Molecular formula: C17H52O9
Method: DFT, ωB97M-V/def2-TZVPD

Its spin multiplicity is 1. The value obtained for the total energy is -36896.469 eV.

CARTESIAN COORDINATES (ANGSTROEM)
C 1.69699 0.59347 3.14931
C 0.43261 0.71265 4.00900
O 0.63611 0.16467 5.30194
H 2.54329 1.09295 3.62087
H 1.52897 0.88840 2.11352
H 1.91293 -0.47476 3.13041
H -0.37139 0.08589 3.62316
H -0.04868 1.69057 4.01978
H -0.21840 -0.14660 5.60942
C -2.74186 -2.28286 -2.34457
C -2.53854 -3.07011 -1.10451
O -1.52675 -2.50089 -0.28664
H -3.07807 -1.29398 -2.03280
H -3.57420 -2.67753 -2.92728
H -1.86429 -2.21351 -2.98735
H -2.30604 -4.09960 -1.37689
H -3.41820 -3.18063 -0.47041
H -1.47012 -2.99001 0.53746
C 0.39394 4.13042 -1.69717
C -0.68646 4.76098 -0.74848
O -0.16479 4.65310 0.57166
H 1.38343 4.15284 -1.24055
H 0.39946 4.64677 -2.65710
H 0.20321 3.08127 -1.92303
H -1.67984 4.32902 -0.86974
H -0.80330 5.82490 -0.95471
H -0.49332 3.82414 0.92733
C 0.33474 -2.90683 2.91048
C -0.55364 -4.03879 3.19240
O -1.29481 -4.30641 1.98376
H 1.24717 -3.03685 2.32853
H 0.77870 -2.65558 3.87374
H -0.16447 -2.03670 2.48415
H -1.22310 -3.85765 4.03330
H 0.01332 -4.90164 3.54190
H -2.01233 -4.85733 2.30507
C -3.41653 2.19622 1.05181
C -2.34505 1.99210 2.13262
O -1.11743 2.35029 1.61086
H -3.68557 3.23156 0.84259
H -4.33553 1.64733 1.25736
H -3.05469 1.85605 0.08153
H -2.32741 0.97403 2.52162
H -2.66391 2.65492 2.93703
H -0.80232 1.62358 1.06846
C 4.28238 2.27194 -1.09162
C 4.34107 1.44909 -2.40589
O 3.93147 0.17540 -2.06148
H 3.26922 2.22595 -0.69224
H 4.66966 3.28496 -1.20064
H 4.84313 1.77840 -0.29783
H 5.35085 1.25615 -2.76812
H 3.76542 1.93706 -3.19240
H 4.65330 -0.10757 -1.49535
C -2.82712 2.89062 -3.72250
C -2.75637 1.33242 -3.79327
O -4.06566 0.87606 -3.98388
H -3.02401 3.24961 -4.73268
H -1.96695 3.30316 -3.19522
H -3.63601 3.19447 -3.05806
H -2.33189 0.96503 -2.85897
H -2.09759 0.97611 -4.58521
H -4.13879 0.81549 -4.93919
C 3.25322 -3.21584 0.32780
C 2.98238 -4.66571 -0.10936
O 3.83924 -5.47316 0.59284
H 3.20830 -3.05123 1.40437
H 2.56776 -2.52002 -0.15600
H 4.24509 -2.91619 -0.01060
H 3.12449 -4.86125 -1.17222
H 1.95568 -4.96243 0.10496
H 3.63491 -6.38238 0.36229
C 0.49441 0.26642 -0.92804
O -0.56455 0.13814 0.04752
H 0.21592 0.53702 -1.94653
H 1.16950 0.99510 -0.47931
H 1.04927 -0.66438 -1.04568
H -0.96156 -0.72833 -0.06736

No. 2
Molecular formula: C2H3CsO2
Method: DFT, ωB97M-V/def2-TZVPD

Its spin multiplicity is 2. The expectation value of S² is 0.7583. The value obtained for the total energy is -6754.715 eV. As for the net charge: +1.

CARTESIAN COORDINATES (ANGSTROEM)
C 0.32268 -0.52018 -1.03427
C 0.09524 0.16883 0.24818
O -0.65272 -0.31679 1.16173
O 0.61930 0.12244 -2.09649
H 0.01716 1.25303 -0.00643
H 0.27304 -0.27866 -2.91195
Cs -1.96956 0.13564 4.63272
H 1.29487 -0.56431 0.00651

No. 3
Molecular formula: C5H20O5
Method: DFT, ωB97M-V/def2-TZVPD

Its spin multiplicity is 1. The value obtained for the total energy is -15744.058 eV.

CARTESIAN COORDINATES (ANGSTROEM)
C -0.78870 -1.38224 3.14136
O -0.54823 -0.52608 4.26122
H -0.23602 -1.03527 2.27001
H -0.58256 -2.39671 3.49355
H -1.85808 -1.38209 2.94052
H 0.30729 -0.68246 4.65880
C 0.53032 -0.21751 -1.14429
O -0.67355 -0.31011 -0.40589
H 1.02568 0.74193 -0.95405
H 1.25055 -0.94961 -0.78247
H 0.42162 -0.31599 -2.22577
H -1.21405 0.46408 -0.58079
C -1.98113 4.09611 -1.49632
O -0.77565 4.51664 -2.12300
H -2.11157 4.51595 -0.49849
H -2.85780 4.31798 -2.09703
H -1.91380 3.00407 -1.41998
H -0.06550 4.53210 -1.47900
C 4.55247 -0.33745 -1.36671
O 4.95403 1.02108 -1.11604
H 4.57590 -0.57506 -2.42685
H 5.11382 -1.08193 -0.80292
H 3.50394 -0.38698 -1.04984
H 5.26713 1.03317 -0.20712
C -2.95799 -2.86554 0.32353
O -1.67487 -3.12904 -0.15339
H -3.63810 -2.43636 -0.41985
H -3.48206 -3.74519 0.69826
H -2.96812 -2.18054 1.17748
H -1.17497 -2.30697 -0.21493

No. 4
Molecular formula: CH7N4O
Method: DFT, ωB97M-V/def2-TZVPD

Its spin multiplicity is 1. The value obtained for the total energy is -9146.950 eV. As for the net charge: +1.

CARTESIAN COORDINATES (ANGSTROEM)
C -0.47702 -0.31577 1.32393
N 0.09627 0.97314 -1.45339
N -1.23719 0.41914 0.63206
N 0.14995 -0.70169 2.26448
N 0.15968 -0.40798 -1.80419
O 1.01973 -1.53147 2.78884
H 1.05588 1.21672 -1.27425
H -2.19000 0.41813 0.74430
H -0.30147 1.55199 -2.16636
H 0.07176 -0.67907 -2.74275
H 1.01934 -0.61846 -1.47311
H -0.76709 0.68308 -0.33795
H 1.40018 -1.00777 3.49841

No. 5
Molecular formula: C4H7N3O
Method: DFT, ωB97M-V/def2-TZVPD

Its spin multiplicity is 1. The value obtained for the total energy is -10775.383 eV.

CARTESIAN COORDINATES (ANGSTROEM)
C 2.75006 0.04444 -0.11122
C 0.34748 0.05192 0.27064
C 0.05344 1.47092 0.06518
C -1.26648 1.48119 -0.17694
H 2.74210 1.07666 -0.46034
H 3.34881 0.02603 0.81264
H 3.26557 -0.55792 -0.86578
H 0.84146 2.21977 -0.03454
H -1.84359 2.31912 -0.62229
H -2.62672 -0.15890 -0.28688
H -0.12541 -2.19855 -0.24629
N 1.40209 -0.53850 0.01930
N -1.77313 0.23602 0.00805
N -0.87569 -0.65672 0.52015
O -1.02276 -1.78783 -0.30187

No. 6
Molecular formula: C4H9Cl2N2
Method: DFT, ωB97M-V/def2-TZVPD

Its spin multiplicity is 1. The value obtained for the total energy is -32309.296 eV. As for the net charge: +1.

CARTESIAN COORDINATES (ANGSTROEM)
C -1.33242 1.01546 -0.38004
C -0.10623 -0.24188 -1.70543
C -0.04111 0.29605 -0.10174
C 1.23335 0.97550 0.35841
N -1.32568 0.58915 -1.79664
N -0.25654 -1.02762 0.68342
Cl 1.24484 0.37520 -2.67994
Cl -2.66768 -0.36462 -2.51283
H -2.08779 0.64362 0.30805
H -1.38500 2.17855 -0.20123
H -0.27473 -1.35214 -1.87875
H 1.33228 1.69115 -0.37885
H 2.13403 0.42724 0.49811
H 1.03201 1.49160 1.19487
H -0.07606 -1.90497 0.13539
H -1.24093 -0.92795 1.03965
H 0.40445 -0.95569 1.48122

Taking the records one at a time from the top gives energy above the lowest of the compared OMol25 structures with the same formula, charge and spin values of 287.7; 396.7; 218.7; 298.5; 421.0; 280.8 kJ/mol.